Record 1
Below is a cluster of 11 separate species, C27H59N8O25S5 in total in a non-equilibrium geometry, with properties calculated with ωB97M-V/def2-TZVPD.

Structure (XYZ):
```
124
Properties=species:S:1:pos:R:3:forces:R:3:mulliken_charge:R:1
C 0.653 0.883 0.693 1.6 2.1 1.1 -1.441
C -0.160 -0.116 0.078 -1.4 -2.3 -1.7 -0.129
N -1.483 0.354 -0.375 -2.8 0.9 1.5 0.176
C -2.387 -0.362 -1.157 0.9 0.7 -1.0 -0.475
C -3.522 0.408 -1.345 1.3 -1.9 1.0 -0.342
N -3.418 1.387 -0.427 1.3 2.2 0.9 0.077
C -2.173 1.424 0.149 -0.5 -2.0 -1.9 -0.057
C -4.444 2.444 -0.282 1.0 -0.3 0.2 -0.850
H 0.811 1.816 0.151 -0.1 -0.1 -0.4 0.394
H 1.640 0.436 0.814 0.0 0.2 0.4 0.357
H 0.238 1.164 1.660 0.3 -0.1 0.2 0.409
H -0.255 -0.937 0.788 -0.6 -0.1 0.0 0.290
H 0.266 -0.575 -0.815 0.3 0.2 0.0 0.362
H -2.026 -1.297 -1.560 -0.4 0.1 -0.3 0.440
H -4.404 0.326 -1.963 0.2 -0.3 0.1 0.450
H -1.764 2.114 0.872 -0.4 0.1 -0.2 0.346
H -5.403 1.959 -0.097 0.1 0.3 -0.1 0.338
H -4.410 3.038 -1.196 -0.4 0.1 0.2 0.359
H -4.105 3.028 0.573 -0.5 0.2 -0.1 0.296
C 0.688 -2.505 -6.739 -3.8 -1.2 -1.9 0.638
O -0.275 -1.999 -7.274 -1.7 0.5 -0.4 -0.665
N 1.741 -1.843 -6.516 5.4 3.3 1.8 -0.353
N 0.761 -3.798 -6.457 0.0 -2.2 0.6 -0.400
H 2.530 -2.290 -6.070 0.0 0.5 -0.1 0.158
H 1.676 -0.836 -6.546 0.2 -0.3 -0.1 0.231
H 1.481 -4.089 -5.812 -0.5 -0.6 -0.2 0.174
H -0.055 -4.347 -6.688 0.4 -0.1 0.4 0.220
C 0.871 -7.231 -0.001 -0.2 0.9 -3.4 0.644
O 0.322 -6.711 -0.965 -1.0 -0.1 0.3 -0.664
N 0.551 -8.339 0.625 -1.9 -2.4 1.6 -0.415
N 2.073 -6.833 0.364 2.8 1.4 1.2 -0.429
H 0.988 -8.457 1.528 -0.5 -0.5 -0.1 0.201
H -0.335 -8.784 0.431 0.1 0.2 0.3 0.225
H 2.545 -6.280 -0.336 0.2 -0.1 0.4 0.236
H 2.584 -7.514 0.908 0.6 0.5 -0.4 0.203
C -9.219 1.441 -7.417 3.7 -0.9 -0.6 0.666
O -8.460 2.038 -8.109 1.7 1.4 -3.2 -0.626
N -9.158 0.136 -7.203 -0.3 -3.9 -0.2 -0.394
N -9.890 2.024 -6.517 -4.6 2.6 4.3 -0.362
H -8.397 -0.425 -7.558 -0.3 0.3 -0.2 0.216
H -9.728 -0.260 -6.470 0.4 -0.2 -0.4 0.146
H -9.926 3.031 -6.450 -0.2 -0.4 -0.1 0.211
H -10.427 1.394 -5.938 -0.3 1.2 0.3 0.143
C -2.533 10.712 3.143 -0.8 -0.5 -0.1 -0.241
C -3.079 10.841 1.708 0.2 -0.1 1.0 -0.377
O -1.959 10.713 0.917 3.2 -0.8 -1.5 -0.315
S -0.953 9.527 1.523 0.6 -0.1 0.0 1.086
O 0.468 9.873 1.366 -3.6 -0.8 0.0 -0.512
O -1.466 8.209 1.126 1.0 2.6 0.6 -0.527
O -1.373 9.832 3.059 -0.6 -0.1 -0.7 -0.286
H -3.402 10.273 3.632 0.6 -0.5 0.8 0.248
H -2.211 11.590 3.703 -0.1 0.2 -0.5 0.318
H -3.557 11.801 1.515 0.0 -0.2 -0.1 0.309
H -3.697 9.980 1.454 -0.6 0.2 0.4 0.298
C 3.081 -1.193 7.606 -0.6 0.8 -1.3 -0.230
C 3.134 -2.609 6.997 -0.4 1.6 -0.3 -0.279
O 1.873 -3.134 7.396 -1.7 -1.3 0.6 -0.309
S 0.612 -2.101 7.238 -0.2 1.2 1.0 1.088
O -0.369 -2.132 8.360 3.3 -0.3 -3.0 -0.504
O 0.061 -2.151 5.875 1.5 0.3 2.6 -0.518
O 1.674 -0.797 7.466 -1.3 -1.2 -0.1 -0.347
H 3.565 -0.422 7.006 0.3 -0.4 -0.2 0.241
H 3.470 -1.034 8.611 -0.6 -0.6 0.3 0.278
H 4.004 -3.190 7.301 -0.6 -0.3 0.5 0.301
H 3.113 -2.577 5.907 0.3 0.2 -0.1 0.281
C 1.370 7.511 -8.199 0.6 0.7 0.6 -0.160
C 1.510 8.360 -6.965 -0.4 1.4 1.7 -0.286
O 0.857 7.677 -5.876 -0.6 -1.9 1.2 -0.312
S 0.403 6.131 -6.227 0.4 -0.1 -1.3 1.096
O -0.960 5.758 -5.778 3.7 1.7 -1.3 -0.507
O 1.502 5.182 -5.995 -2.1 2.0 -0.2 -0.520
O 0.408 6.570 -7.853 -1.6 -2.4 0.9 -0.358
H 2.341 7.069 -8.420 -0.2 -0.2 -0.5 0.282
H 0.962 8.176 -8.960 0.2 -0.6 -0.4 0.274
H 0.952 9.296 -6.999 -0.1 0.0 -0.4 0.218
H 2.510 8.648 -6.641 0.2 -0.5 -0.2 0.273
C -4.538 3.363 6.765 -0.3 -1.9 -0.2 -0.263
C -4.641 2.923 8.174 -1.2 1.5 1.3 -0.368
O -3.512 3.521 8.766 2.3 1.2 0.6 -0.315
S -3.085 4.965 8.065 1.4 -0.8 0.3 1.044
O -1.730 4.823 7.477 -3.5 0.5 1.6 -0.506
O -3.384 6.078 8.994 0.3 -2.9 -2.9 -0.487
O -4.185 4.712 6.827 0.9 2.0 0.8 -0.319
H -5.508 3.217 6.290 0.2 0.4 -0.4 0.334
H -3.754 2.732 6.346 0.1 0.3 -0.8 0.266
H -4.730 1.865 8.421 0.4 0.1 -0.3 0.321
H -5.452 3.491 8.629 -0.7 -0.5 0.0 0.292
C 11.827 2.208 2.227 1.1 1.2 0.5 -0.320
C 12.232 2.190 3.721 -2.6 -0.2 -1.3 -0.306
O 12.069 0.783 3.911 -0.5 -1.5 1.4 -0.339
S 10.729 0.139 3.135 -1.0 -1.4 0.8 1.088
O 9.401 0.320 3.776 3.6 0.4 -1.2 -0.530
O 11.039 -1.237 2.760 0.0 2.8 0.6 -0.521
O 10.908 1.153 1.918 -0.3 0.1 0.4 -0.274
H 12.795 2.000 1.770 -0.4 0.1 -0.9 0.282
H 11.388 3.177 1.988 0.1 -0.3 -0.5 0.309
H 11.538 2.753 4.346 -0.2 -0.2 0.2 0.277
H 13.204 2.665 3.857 0.3 -1.1 0.1 0.333
C 8.291 -5.130 -2.692 1.2 0.3 0.1 -0.606
C 7.623 -6.426 -3.065 0.5 -0.3 0.6 -0.563
C 6.435 -5.880 -3.784 -0.2 -2.3 -0.8 -0.395
O 5.964 -4.811 -3.079 -0.3 1.7 1.3 -0.389
C 7.088 -4.206 -2.417 0.7 -0.2 0.0 -0.374
H 9.000 -4.873 -3.479 -0.4 0.6 -0.3 0.265
H 8.922 -5.186 -1.805 -0.1 -0.1 0.1 0.323
H 7.351 -6.944 -2.145 -0.3 -0.2 0.0 0.252
H 8.185 -7.127 -3.681 0.2 0.2 0.0 0.349
H 5.700 -6.685 -3.779 -0.5 0.3 -0.6 0.316
H 6.741 -5.596 -4.791 -0.2 0.0 -0.4 0.299
H 6.988 -4.229 -1.332 -0.7 0.1 0.1 0.246
H 7.195 -3.165 -2.722 0.1 -0.1 -0.2 0.277
C -7.874 -8.972 0.005 -0.2 -2.1 -1.5 -0.462
C -6.755 -8.103 -0.477 1.9 0.4 -0.3 -0.508
C -6.522 -7.208 0.715 -1.7 0.4 -0.9 -0.413
O -7.904 -6.936 1.003 -0.4 1.5 1.0 -0.428
C -8.672 -8.155 0.940 1.0 1.4 1.2 -0.368
H -7.521 -9.888 0.480 0.0 -0.1 -0.2 0.277
H -8.500 -9.210 -0.855 0.1 -0.6 0.0 0.254
H -7.060 -7.506 -1.336 -0.1 0.1 0.1 0.229
H -5.812 -8.572 -0.757 -0.2 -0.6 -0.1 0.332
H -6.064 -6.251 0.463 0.0 0.0 0.1 0.297
H -5.973 -7.687 1.525 -0.1 -0.1 0.2 0.275
H -9.690 -8.003 0.583 0.1 0.5 0.2 0.250
H -8.653 -8.497 1.975 -0.5 -0.6 -0.1 0.264
```
Forces are in eV/Å.

For the LUMO energy, the calculation gives -2.63 eV. The molar mass is 1056.1 g mol⁻¹. Its largest force on an atom is 0.1323 hartree/bohr. Its total charge is +1. For the HOMO energy, the calculation gives -10.816 eV.

=====

Record 2
Below is a structure of composition C27H60F24N3O3P4Zn in a non-equilibrium geometry, with properties calculated with ωB97M-V/def2-TZVPD.

Structure (XYZ):
```
122
Properties=species:S:1:pos:R:3:forces:R:3:mulliken_charge:R:1
Zn 5.549 -1.350 1.444 0.2 0.1 -0.1 0.858
C 1.443 2.283 -1.613 -0.8 0.0 -1.3 -0.784
C 2.367 1.347 -0.974 2.0 0.1 1.1 0.767
O 2.272 1.103 0.230 -1.4 -0.4 2.0 -0.535
O 3.457 0.882 -1.399 0.0 -0.2 -1.6 -0.513
H 0.535 2.356 -1.015 0.2 0.2 0.1 0.243
H 1.146 1.941 -2.605 0.1 0.1 -0.1 0.308
H 1.935 3.249 -1.730 0.0 0.0 0.1 0.240
C -3.822 -1.448 -6.035 -0.3 -1.7 -1.7 -0.498
O -3.828 -2.472 -7.028 0.3 1.8 1.9 -0.628
H -2.865 -1.197 -5.577 0.9 -0.5 0.1 0.185
H -4.048 -0.460 -6.438 -0.5 0.4 -0.5 0.211
H -4.519 -1.634 -5.218 -0.3 -0.1 0.3 0.184
C -6.284 10.863 1.691 -0.6 0.3 0.2 -1.422
C -5.007 10.577 2.470 0.5 -0.7 0.2 -0.232
C -4.775 9.050 2.688 0.7 0.6 0.4 -0.679
N -3.796 8.598 3.781 0.4 1.6 2.4 0.071
C -4.474 8.802 5.189 -0.1 0.0 -1.4 -1.021
C -2.444 9.389 3.879 -0.6 0.0 -1.7 -0.456
C -1.341 8.319 4.007 -0.4 -0.1 1.8 -0.602
C -2.089 7.017 4.409 1.1 0.5 -0.8 -0.680
C -3.356 7.183 3.598 -0.9 -0.3 0.8 -0.507
H -6.432 11.925 1.497 0.5 0.1 0.1 0.387
H -7.211 10.604 2.202 0.1 -0.6 0.0 0.376
H -6.210 10.409 0.703 -0.3 -0.3 0.1 0.349
H -4.903 11.082 3.430 -0.2 0.4 -0.2 0.363
H -4.241 10.898 1.764 0.5 0.3 0.6 0.268
H -4.268 8.765 1.766 -0.7 -0.9 0.0 0.407
H -5.676 8.529 3.014 -0.2 -0.1 -0.9 0.372
H -5.403 8.236 5.256 0.0 0.0 -0.4 0.367
H -4.700 9.868 5.197 0.0 -0.2 0.4 0.414
H -3.870 8.477 6.036 0.5 0.2 -0.5 0.369
H -2.594 10.191 4.601 0.4 -0.6 0.6 0.388
H -2.325 9.971 2.964 -0.1 -0.3 -0.3 0.317
H -0.731 8.604 4.864 0.6 0.0 -0.5 0.289
H -0.754 8.101 3.115 -0.1 0.7 0.0 0.370
H -2.117 6.903 5.493 -0.9 0.3 0.0 0.332
H -1.506 6.145 4.115 -0.2 0.0 -0.4 0.389
H -4.171 6.562 3.970 -0.1 -0.2 -0.5 0.358
H -3.200 7.116 2.522 0.2 -0.6 0.1 0.411
C -0.786 -8.461 -4.070 0.3 -0.2 0.1 -1.355
C 0.514 -7.675 -4.000 -0.6 0.4 -0.2 -0.140
C 1.024 -7.512 -5.437 1.1 0.7 1.5 -0.926
N 2.242 -6.592 -5.453 2.2 0.3 -0.1 0.155
C 3.427 -7.190 -4.653 -0.9 -1.0 -1.0 -1.007
C 2.730 -6.407 -6.919 -0.2 0.4 1.1 -0.500
C 2.402 -4.929 -7.212 -0.1 -0.2 -1.9 -0.573
C 2.538 -4.159 -5.925 -0.8 -0.9 0.2 -0.632
C 1.936 -5.171 -4.943 0.4 -1.0 0.8 -0.676
H -0.525 -9.482 -4.349 -0.3 -0.1 -0.1 0.333
H -1.432 -8.021 -4.829 -0.2 -0.2 0.1 0.350
H -1.298 -8.500 -3.109 0.0 0.1 -0.1 0.376
H 1.212 -8.181 -3.333 0.2 0.0 -0.3 0.303
H 0.336 -6.694 -3.562 -0.1 0.0 0.0 0.388
H 0.326 -6.999 -6.098 -0.3 -0.3 0.1 0.458
H 1.312 -8.502 -5.792 0.1 0.2 -0.4 0.419
H 4.418 -6.809 -4.898 -0.5 0.7 -0.1 0.348
H 3.400 -8.192 -5.081 0.4 -0.4 0.7 0.467
H 3.284 -7.176 -3.572 -0.3 0.0 -0.3 0.329
H 3.810 -6.548 -6.955 0.0 0.2 0.4 0.333
H 2.354 -7.262 -7.481 -0.6 0.6 -0.4 0.329
H 3.142 -4.581 -7.933 -0.2 0.1 -0.2 0.407
H 1.425 -4.725 -7.651 -0.1 -0.5 -0.1 0.318
H 3.585 -3.857 -5.886 -0.1 -0.1 1.2 0.343
H 1.868 -3.301 -5.862 0.4 0.2 -0.4 0.320
H 2.294 -5.151 -3.914 0.1 0.3 -0.1 0.335
H 0.848 -5.188 -4.868 0.0 0.8 -0.4 0.498
C -2.261 -0.797 6.261 0.1 -0.6 0.0 -1.324
C -2.660 -1.183 4.818 -0.3 -0.8 0.1 -0.300
C -4.159 -1.605 4.694 -0.6 2.1 -1.6 -0.763
N -4.722 -1.768 3.233 2.5 -1.2 -0.6 0.199
C -4.270 -0.568 2.351 -1.4 -0.7 0.1 -0.862
C -6.237 -2.110 3.178 1.5 1.1 0.9 -0.474
C -6.430 -2.781 1.878 0.3 -0.7 -1.2 -0.615
C -5.177 -3.622 1.686 0.8 -0.2 -0.1 -0.425
C -4.109 -3.081 2.643 -0.5 0.5 -0.5 -0.816
H -2.108 -1.663 6.905 -0.1 0.0 0.0 0.344
H -2.976 -0.135 6.750 -0.2 0.0 -0.2 0.344
H -1.307 -0.271 6.231 0.0 0.0 -0.1 0.381
H -2.064 -2.008 4.429 0.3 0.0 0.3 0.388
H -2.357 -0.305 4.248 -0.7 -0.1 -0.5 0.330
H -4.734 -0.706 4.916 -0.2 -0.2 1.1 0.416
H -4.501 -2.505 5.205 0.4 0.3 0.3 0.379
H -3.371 -0.777 1.771 0.1 -0.1 0.5 0.298
H -4.189 0.346 2.939 0.1 -0.3 0.2 0.358
H -5.065 -0.399 1.624 0.0 -0.1 0.0 0.393
H -6.789 -1.177 3.292 -0.1 -0.2 0.5 0.383
H -6.291 -2.827 3.997 -0.7 0.3 0.2 0.390
H -6.434 -2.086 1.038 -0.5 0.2 0.2 0.285
H -7.297 -3.439 1.821 -0.2 0.4 0.2 0.367
H -4.855 -3.515 0.650 0.0 -0.5 0.1 0.295
H -5.312 -4.659 1.990 -0.2 0.0 -0.6 0.330
H -3.155 -2.874 2.158 -0.1 0.1 0.3 0.353
H -3.967 -3.863 3.390 0.2 0.7 0.6 0.345
P 3.145 -5.318 3.320 -0.3 -0.7 -0.3 1.158
F 2.719 -6.840 2.802 -0.1 0.8 0.2 -0.387
F 3.988 -5.103 2.013 3.1 -1.1 -1.1 -0.339
F 2.033 -4.648 2.332 -2.3 0.4 1.3 -0.379
F 3.709 -3.842 3.784 -1.1 -0.3 0.7 -0.365
F 2.064 -5.474 4.544 0.6 0.8 -0.6 -0.365
F 4.301 -6.003 4.206 -0.1 0.3 -0.3 -0.337
P 9.689 -4.368 -0.231 -0.3 2.5 -1.0 1.158
F 8.347 -3.786 -1.075 0.3 -1.6 0.1 -0.399
F 9.077 -5.824 0.058 -0.9 0.6 -0.1 -0.333
F 10.334 -4.922 -1.658 -0.4 0.3 1.1 -0.376
F 10.977 -4.831 0.622 0.0 0.5 -0.3 -0.348
F 10.299 -2.881 -0.525 1.2 -0.6 -0.4 -0.351
F 9.006 -3.605 1.061 -0.1 -1.7 0.5 -0.363
P 8.186 2.067 4.417 -0.6 1.5 -1.3 1.137
F 9.452 1.204 4.726 0.8 0.0 0.6 -0.314
F 7.244 0.842 4.802 -0.8 -0.3 1.6 -0.336
F 8.054 2.779 5.986 1.3 -1.4 -1.4 -0.412
F 6.994 3.023 4.084 -2.7 0.9 -0.2 -0.327
F 9.105 3.255 3.765 0.9 -0.3 1.1 -0.373
F 8.007 1.473 2.884 0.9 -0.3 -0.4 -0.387
P 4.000 4.766 -8.388 0.3 1.1 1.7 1.136
F 4.967 4.136 -7.234 -0.3 -1.0 -1.0 -0.346
F 4.442 6.191 -7.718 -0.6 0.8 0.4 -0.374
F 5.227 5.058 -9.426 -0.3 -1.7 -0.1 -0.352
F 3.030 5.561 -9.357 -0.6 0.0 -1.6 -0.336
F 3.581 3.271 -8.961 1.0 1.3 -0.1 -0.357
F 2.694 4.677 -7.405 0.4 -0.4 0.7 -0.372
```
Forces are in eV/Å.

For the LUMO energy, the calculation gives -3.38 eV. The molar mass is 1120.0 g mol⁻¹. Its largest force on an atom is 0.0677 hartree/bohr. Its total charge is -1. For the HOMO energy, the calculation gives -4.693 eV.

=====

- Among the records above, which one has the lowest LUMO energy?
  C27H60F24N3O3P4Zn

=====

- Among the records above, which one has the lowest total charge?
  C27H60F24N3O3P4Zn